(1)
Formula: C4H9N2
Source: OMol25
Level of theory: the ωB97M-V functional and the def2-TZVPD basis

XYZ file:
```
15
Properties=species:S:1:pos:R:3:lowdin_charge:R:1
C 0.6706 -0.8358 0.0093 -0.060
C 1.8827 -0.3188 -0.1293 0.037
C -0.6063 1.2559 0.1851 0.015
C -1.7440 -0.8817 -0.0682 -0.072
N -0.5156 -0.1909 0.0508 -0.258
N 3.1202 -0.0440 0.1938 0.202
H 0.5898 -1.9509 -0.3486 0.206
H -1.6770 1.3826 -0.0084 0.105
H 0.0706 1.6161 -0.5887 0.109
H -0.3195 1.5125 1.1390 0.081
H -1.7790 -1.9644 0.3501 0.133
H -2.1741 -0.9271 -1.1864 0.150
H -2.3599 -0.2151 0.4939 0.068
H 3.7293 0.1305 -0.5899 0.134
H 3.6015 0.0704 1.0779 0.150
```

## Properties
Net charge ... +1
LUMO energy ... -4.69 eV
E_tot ... -7264.503 eV
Energy relative to the best compared isomer or geometry (same formula, charge and spin) ... 83.91 kcal/mol
Highest occupied orbital energy ... -13.169 eV

=====

(2)
Formula: C4H9N2
Source: OMol25
Level of theory: the ωB97M-V functional and the def2-TZVPD basis

XYZ file:
```
15
Properties=species:S:1:pos:R:3:lowdin_charge:R:1
C 0.6777 3.0144 -2.3088 -0.096
C 0.5208 0.5466 -1.0225 0.062
C 0.1740 0.2094 0.2243 -0.229
C -1.0244 -1.5115 1.3622 -0.052
N 0.8357 1.8107 -2.5369 0.099
N 0.2044 -1.1416 0.6731 -0.069
H 0.1662 3.6009 -1.5215 0.105
H 1.0599 3.5600 -3.1748 0.096
H 0.8799 -0.3693 -1.5915 0.082
H 0.1658 1.0564 0.9995 0.155
H -1.8949 -1.4680 0.6596 0.123
H -1.1136 -2.5996 1.4603 0.107
H -1.2932 -0.8515 2.2548 0.139
H 0.1748 -1.8031 -0.1595 0.195
H 1.2098 -1.3450 1.2331 0.284
```

## Properties
Net charge ... +1
LUMO energy ... -3.76 eV
E_tot ... -7261.763 eV
Energy relative to the best compared isomer or geometry (same formula, charge and spin) ... 147.10 kcal/mol
Highest occupied orbital energy ... -13.879 eV

=====

(3)
Formula: C4H9N2
Source: OMol25
Level of theory: the ωB97M-V functional and the def2-TZVPD basis

XYZ file:
```
15
Properties=species:S:1:pos:R:3:lowdin_charge:R:1
C 2.0216 0.7039 -0.8660 0.118
C -1.4145 0.4753 -0.6383 -0.027
C -0.2476 -0.2911 -0.0380 -0.360
C -0.4307 -1.6512 0.6993 -0.021
N 0.9966 0.1795 0.0319 0.033
N 2.1094 1.9767 -0.8538 0.174
H -1.9554 0.6462 0.2522 0.064
H -1.0597 1.5057 -0.9381 0.086
H -1.9538 0.0214 -1.5160 0.112
H 0.5890 -1.7838 1.0480 0.052
H -1.0067 -2.5009 0.1190 0.130
H -1.1850 -1.5056 1.5399 0.103
H 1.6371 -0.4171 0.6881 0.179
H 2.9372 2.4045 -1.3870 0.184
H 1.7377 2.5798 -0.0901 0.174
```

## Properties
Net charge ... +1
Multiplicity ... 3
LUMO energy (alpha / beta) ... -5.27 / -7.78 eV
E_tot ... -7261.204 eV
Energy relative to the best compared isomer or geometry (same formula, charge and spin) ... 52.03 kcal/mol
Expectation value of S² ... 2.0093
Highest occupied orbital energy (alpha / beta) ... -10.805 / -15.868 eV

=====

(4)
Formula: C4H9N2O
Source: OMol25
Level of theory: the ωB97M-V functional and the def2-TZVPD basis

XYZ file:
```
16
Properties=species:S:1:pos:R:3:lowdin_charge:R:1
C -0.7560 -1.1591 1.1108 -0.142
C -0.0543 1.1301 -0.6053 -0.207
C 0.4546 1.9072 -1.7559 -0.015
C 0.6565 -0.9137 -0.7457 -0.025
N -0.8714 -1.1002 2.4590 0.176
N 0.4241 -1.1718 0.5344 -0.019
O -0.6310 1.2546 0.4218 0.132
H -1.5886 -1.3429 0.4702 0.162
H 1.5515 1.9932 -1.7674 0.110
H 0.0148 1.4669 -2.7869 0.170
H 0.2518 2.8932 -1.5918 0.045
H -0.0828 -1.3635 -1.3571 0.090
H 1.5554 -0.9400 -1.3080 0.098
H -1.8536 -1.0492 2.7165 0.137
H -0.1317 -0.6152 2.9271 0.124
H 1.0606 -0.9898 1.2782 0.165
```

## Properties
Net charge ... +1
LUMO energy ... -3.47 eV
E_tot ... -9312.613 eV
Energy relative to the best compared isomer or geometry (same formula, charge and spin) ... 78.47 kcal/mol
Highest occupied orbital energy ... -12.537 eV

=====

Question: Among the records above, which one has the highest energy relative to the best compared isomer or geometry (same formula, charge and spin)?
Answer: number 2

=====

Question: Among the records above, which one has the highest E_tot?
Answer: number 3